(1)
ORCA calculation (ωB97M-V/def2-TZVPD) on the molecule CH2N2P2 in a non-equilibrium geometry.

CARTESIAN COORDINATES (ANGSTROEM)
H  1.510  -0.790  1.340
P  0.392  -1.488  1.043
N  -0.354  -0.070  0.933
C  -0.696  0.819  0.157
P  -0.277  0.477  -1.963
N  0.711  -0.619  -1.952
H  -1.286  1.672  0.441

Summary:
Maximum force, hartree/bohr: 0.044
Frontier orbital gap (alpha / beta), eV: 7.34 / 7.34
Structure (SMILES): [H]/P=N/C=P#N
Highest occupied orbital energy (alpha / beta), eV: -8.40 / -8.41

***

(2)
ORCA calculation (ωB97M-V/def2-TZVPD) on the molecule CH5IN2O in a non-equilibrium geometry.

CARTESIAN COORDINATES (ANGSTROEM)
C  -0.232  0.416  -1.012
N  -1.250  -0.345  -0.326
N  2.001  -1.351  2.763
O  -0.866  -1.244  0.540
I  0.275  -0.569  2.499
H  0.722  0.269  -0.503
H  -0.136  0.065  -2.041
H  -0.480  1.478  -1.022
H  -2.077  0.176  -0.041
H  1.902  -2.211  3.302

Summary:
Maximum force, hartree/bohr: 0.023
Frontier orbital gap, eV: 6.31
Highest occupied orbital energy, eV: -7.67

***

(3)
ORCA calculation (ωB97M-V/def2-TZVPD) on the molecule C4H5N3 in a non-equilibrium geometry.

CARTESIAN COORDINATES (ANGSTROEM)
C  -1.481  0.268  -0.151
N  -0.398  -0.698  -0.026
C  0.955  -0.237  0.265
C  1.617  -0.059  -1.022
N  1.865  -0.454  -2.083
C  0.953  0.741  1.350
N  0.725  1.255  2.359
H  -1.634  0.789  0.795
H  -2.368  -0.341  -0.336
H  -1.411  1.029  -0.950
H  -0.334  -1.218  -0.894
H  1.510  -1.075  0.692

Summary:
Maximum force, hartree/bohr: 0.034
Frontier orbital gap, eV: 10.58
Structure (SMILES): CNC(C#N)C#N
Highest occupied orbital energy, eV: -10.17

***

(4)
ORCA calculation (ωB97M-V/def2-TZVPD) on the ion C3H9N2 with charge +1 in a non-equilibrium geometry.

CARTESIAN COORDINATES (ANGSTROEM)
C  -1.191  0.024  -0.482
C  -0.148  0.259  -1.464
C  -0.038  -0.387  0.535
N  0.689  -1.556  0.687
N  0.570  0.861  1.119
H  -1.732  0.919  -0.137
H  -2.058  -0.714  -0.677
H  -0.071  -0.246  -2.402
H  0.151  1.382  -1.501
H  1.625  -1.493  0.437
H  0.233  -2.282  0.144
H  1.447  0.450  1.420
H  -0.036  1.144  1.915
H  0.560  1.639  0.405

Summary:
Maximum force, hartree/bohr: 0.099
Frontier orbital gap (alpha / beta), eV: 8.28 / 8.28
Net charge: +1
Highest occupied orbital energy (alpha / beta), eV: -12.36 / -12.37

***

(5)
ORCA calculation (ωB97M-V/def2-TZVPD) on the molecule C7H10N2O3 in a non-equilibrium geometry.

CARTESIAN COORDINATES (ANGSTROEM)
C  -3.421  -1.492  -0.277
O  -2.319  -0.975  0.469
C  -1.910  0.252  0.047
O  -2.580  1.302  -0.004
C  -0.417  0.314  -0.141
C  0.162  1.531  -0.235
C  1.696  1.908  -0.241
C  2.468  0.799  0.365
N  1.864  -0.452  0.182
N  2.821  -1.291  -0.158
O  2.453  -2.471  -0.303
C  0.289  -0.824  0.274
H  -4.168  -1.720  0.496
H  -3.032  -2.349  -0.751
H  -3.879  -0.715  -0.964
H  -0.338  2.352  -0.663
H  1.780  2.752  0.407
H  2.000  2.215  -1.183
H  2.559  0.894  1.537
H  3.467  0.730  0.033
H  0.128  -0.985  1.389
H  0.377  -1.774  -0.279

Summary:
Maximum force, hartree/bohr: 0.128
Frontier orbital gap, eV: 9.08
Structure (SMILES): COC(=O)C1=CCCN(N=O)C1
Highest occupied orbital energy, eV: -9.15

***

(6)
ORCA calculation (ωB97M-V/def2-TZVPD) on a cluster of 12 separate species, C38H96N8O19 in total in a non-equilibrium geometry.

CARTESIAN COORDINATES (ANGSTROEM)
C  -1.227  -2.175  -4.518
C  -1.657  -2.889  -3.313
O  -2.444  -2.644  -2.461
N  -0.843  -4.156  -3.114
H  0.186  -3.999  -3.123
H  -1.036  -4.499  -2.176
C  -1.413  -5.253  -3.973
H  -0.186  -1.861  -4.346
H  -1.748  -1.188  -4.513
H  -1.255  -2.702  -5.473
H  -1.466  -5.079  -5.035
H  -2.461  -5.243  -3.683
H  -0.985  -6.200  -3.736
C  -4.917  -2.493  5.438
C  -3.654  -2.583  4.590
O  -3.690  -2.588  3.377
N  -2.542  -2.586  5.287
H  -2.760  -2.623  6.250
H  -3.337  -3.834  1.825
C  -1.183  -2.910  4.824
H  -5.194  -3.426  5.869
H  -5.652  -2.138  4.711
H  -4.743  -1.824  6.295
H  -0.533  -2.064  4.990
H  -1.163  -3.246  3.781
H  -0.842  -3.728  5.484
C  -0.877  -1.579  1.270
C  0.000  -0.363  0.860
O  -0.421  0.768  0.689
N  1.438  -0.702  0.465
H  1.986  -1.103  1.283
H  1.489  -1.569  -0.183
C  2.160  0.540  -0.008
H  -1.201  -1.503  2.335
H  -0.370  -2.499  1.075
H  -1.768  -1.534  0.581
H  1.985  1.096  0.921
H  1.819  1.011  -0.907
H  3.206  0.223  -0.003
C  -6.652  5.856  -2.548
C  -5.643  4.778  -2.120
C  -4.428  5.389  -1.507
N  -3.523  4.458  -0.701
C  -2.202  5.092  -0.366
C  -1.254  5.259  -1.576
C  -1.082  3.987  -2.355
C  -2.396  3.344  -2.708
C  -3.249  3.192  -1.443
C  -4.222  4.156  0.549
H  -7.019  6.345  -1.631
H  -7.515  5.361  -2.985
H  -6.274  6.653  -3.217
H  -5.428  4.123  -2.977
H  -6.168  4.090  -1.473
H  -4.723  6.140  -0.787
H  -3.801  5.945  -2.206
H  -2.370  6.054  0.103
H  -1.783  4.452  0.378
H  -1.547  6.048  -2.241
H  -0.305  5.639  -1.225
H  -0.504  4.244  -3.267
H  -0.399  3.400  -1.736
H  -2.908  3.906  -3.478
H  -2.323  2.337  -3.102
H  -4.214  2.756  -1.638
H  -2.729  2.524  -0.725
H  -5.027  3.467  0.297
H  -4.705  5.077  0.863
H  -3.526  3.842  1.343
C  1.743  1.496  -4.788
C  2.835  0.534  -4.859
C  3.759  0.940  -6.040
O  4.865  0.033  -6.119
C  5.956  0.472  -7.013
N  3.692  0.649  -3.690
H  3.174  0.328  -2.887
H  4.468  -0.008  -3.751
H  4.303  2.612  -2.762
H  1.008  1.093  -4.048
H  1.238  1.565  -5.783
H  2.032  2.531  -4.527
H  2.481  -0.508  -4.923
H  4.109  1.948  -5.811
H  3.241  1.101  -6.988
H  5.827  -0.044  -7.931
H  6.897  0.157  -6.554
H  5.949  1.540  -7.252
C  6.444  -3.773  1.385
C  5.728  -2.730  0.579
C  6.468  -1.416  0.554
O  5.945  -0.614  -0.434
C  6.515  0.741  -0.259
N  5.649  -3.074  -0.925
H  5.492  -4.061  -1.178
H  4.988  -2.390  -1.357
H  6.558  -2.821  -1.289
H  6.576  -3.372  2.374
H  7.389  -4.092  0.920
H  5.751  -4.613  1.509
H  4.643  -2.604  0.830
H  7.477  -1.694  0.369
H  6.287  -1.020  1.540
H  6.117  1.247  -1.149
H  7.588  0.641  -0.207
H  5.953  1.120  0.617
C  4.975  -0.407  7.295
C  4.376  0.758  6.628
C  5.175  1.098  5.325
O  4.589  2.175  4.738
C  4.636  2.219  3.343
N  2.961  0.534  6.153
H  2.930  -0.234  5.462
H  2.300  0.320  6.891
H  2.688  1.338  5.592
H  6.079  -0.342  7.317
H  4.658  -1.299  6.794
H  4.702  -0.467  8.353
H  4.320  1.713  7.159
H  5.109  0.223  4.648
H  6.286  1.148  5.475
H  4.020  3.073  3.036
H  4.219  1.285  2.960
H  5.653  2.252  2.889
C  -5.579  -1.743  0.284
C  -6.415  -1.434  1.558
C  -7.696  -0.730  1.077
O  -7.457  0.479  0.425
C  -8.762  0.950  0.030
N  -6.823  -2.715  2.199
H  -6.180  -3.518  1.988
H  -6.998  -2.547  3.172
H  -7.719  -3.043  1.725
H  -6.206  -2.336  -0.365
H  -4.670  -2.325  0.519
H  -5.366  -0.826  -0.282
H  -5.758  -0.872  2.204
H  -8.372  -0.600  1.953
H  -8.159  -1.444  0.417
H  -9.271  0.214  -0.651
H  -8.647  1.833  -0.603
H  -9.417  1.172  0.877
O  2.389  -2.783  -3.511
C  2.268  -2.387  -2.217
O  3.294  -2.145  -1.587
O  1.077  -2.310  -1.829
H  3.313  -2.586  -3.652
O  3.101  -1.839  4.624
C  2.380  -1.373  3.480
O  1.473  -0.490  3.663
O  2.740  -1.907  2.413
H  3.505  -2.660  4.319
O  -4.256  -6.024  -0.003
C  -4.480  -5.058  0.859
O  -5.609  -4.817  1.211
O  -3.266  -4.434  1.021
H  -5.084  -6.498  -0.245
O  4.666  5.103  -1.195
C  4.514  4.252  -2.268
O  4.626  4.544  -3.404
O  4.495  2.926  -1.869
H  4.746  5.907  -1.700

Summary:
Maximum force, hartree/bohr: 0.080
Frontier orbital gap, eV: 8.22
Net charge: +4
Highest occupied orbital energy, eV: -15.69

***

(7)
ORCA calculation (ωB97M-V/def2-TZVPD) on a structure of composition C19H49IO12P2Si2 in a non-equilibrium geometry.

CARTESIAN COORDINATES (ANGSTROEM)
C  5.123  -2.908  -1.229
C  3.910  -2.940  -2.161
I  2.488  -1.510  -1.402
C  4.294  -2.489  -3.596
Si  2.956  -2.966  -4.844
C  2.396  -1.397  -5.746
O  1.471  -0.702  -4.911
C  0.129  -0.843  -5.358
O  -0.763  -0.700  -4.324
C  -0.919  -1.855  -3.514
C  -1.631  -3.016  -4.203
O  -1.906  -3.992  -3.200
O  3.571  -4.077  -5.930
Si  3.011  -5.636  -5.776
H  5.338  -1.870  -0.977
H  4.877  -3.411  -0.295
H  5.997  -3.334  -1.719
H  3.453  -3.926  -2.202
H  4.372  -1.402  -3.563
H  5.256  -2.944  -3.844
H  1.818  -3.528  -4.075
H  3.285  -0.774  -5.882
H  2.009  -1.590  -6.751
H  -0.064  -0.050  -6.086
H  0.041  -1.801  -5.888
H  -1.552  -1.558  -2.678
H  0.017  -2.208  -3.079
H  -2.571  -2.669  -4.634
H  -1.001  -3.463  -4.974
H  -1.336  -4.748  -3.364
H  3.999  -6.575  -6.333
H  1.697  -5.783  -6.436
H  2.841  -5.923  -4.333
O  -2.737  -3.139  1.757
P  -3.336  -1.862  2.160
O  -2.225  -0.701  2.132
C  -1.521  -0.425  0.916
C  -2.421  0.214  -0.127
O  -3.528  -1.987  3.769
C  -3.574  -3.262  4.410
C  -2.264  -3.553  5.112
O  -4.668  -1.072  1.870
C  -5.307  -0.166  2.786
C  -4.588  1.153  2.955
H  -1.071  -1.344  0.530
H  -0.710  0.256  1.170
H  -3.219  -0.469  -0.430
H  -1.850  0.485  -1.016
H  -2.897  1.111  0.270
H  -3.815  -4.048  3.696
H  -4.388  -3.221  5.137
H  -1.422  -3.386  4.442
H  -2.234  -4.584  5.466
H  -2.135  -2.887  5.967
H  -5.488  -0.647  3.745
H  -6.290  0.016  2.350
H  -3.683  1.044  3.550
H  -5.244  1.855  3.470
H  -4.309  1.578  1.992
O  -1.345  4.248  2.320
P  0.080  4.322  2.660
O  0.563  5.856  2.663
C  -0.096  6.794  3.522
C  0.203  6.553  4.989
O  0.853  3.818  1.323
C  0.182  3.019  0.347
C  -0.174  3.861  -0.860
O  1.047  3.647  3.705
C  2.448  3.402  3.496
C  3.305  4.645  3.539
H  -1.173  6.764  3.338
H  0.262  7.779  3.225
H  -0.186  5.586  5.318
H  -0.254  7.330  5.602
H  1.277  6.548  5.171
H  -0.702  2.547  0.774
H  0.865  2.221  0.047
H  -0.674  4.780  -0.557
H  -0.827  3.311  -1.540
H  0.728  4.148  -1.402
H  2.611  2.837  2.582
H  2.735  2.742  4.315
H  3.182  5.250  2.642
H  4.354  4.355  3.606
H  3.057  5.265  4.400

Summary:
Maximum force, hartree/bohr: 0.095
Frontier orbital gap, eV: 9.76
Highest occupied orbital energy, eV: -9.28